Below is the ion C16H27N2O3 with charge +1, with properties calculated with ωB97M-V with the def2-TZVPD basis set.

The geometry in XYZ format:
```
48
Properties=species:S:1:pos:R:3:forces:R:3:nbo_charge:R:1
C -4.6129 -2.9451 0.0445 0.133 0.156 -0.005 -0.6350
C -3.2119 -2.3777 -0.1163 -0.179 -0.640 0.017 -0.2105
N -3.1398 -0.8958 -0.0667 0.430 0.041 -0.163 -0.4049
C -3.3829 -0.3329 1.2804 -0.104 0.443 0.580 -0.2444
C -3.5237 1.2123 1.1762 -0.141 -0.046 0.046 -0.2367
N -2.9170 1.7614 0.0001 0.107 -0.186 -0.071 -0.4479
C -1.5347 2.1598 0.0375 0.437 -0.280 0.062 -0.2266
C -0.4923 1.0509 0.2856 0.239 0.625 0.264 0.0701
O -0.6830 -0.0065 -0.6526 0.047 -0.027 -0.245 -0.7598
C 0.9379 1.5768 0.1454 -0.311 0.054 -0.001 -0.0909
O 1.7518 0.4264 0.1977 0.085 -0.030 0.036 -0.5330
C 3.1212 0.5713 0.0783 0.294 -0.270 -0.053 0.3109
C 3.7715 1.7872 -0.0734 -0.318 0.155 0.024 -0.3327
C 5.1518 1.7919 -0.1834 -0.058 -0.081 0.012 -0.1561
C 5.8874 0.6230 -0.1462 0.267 -0.153 -0.005 -0.3438
C 5.2311 -0.5967 0.0065 -0.259 0.095 0.001 0.4107
O 5.8328 -1.8080 0.0578 -0.374 0.110 0.022 -0.5028
C 7.2390 -1.8719 -0.0376 0.299 -0.016 -0.022 -0.2572
C 3.8425 -0.6106 0.1165 0.000 0.012 0.009 -0.3279
C -3.4619 1.2272 -1.2319 -0.177 0.220 -0.130 -0.2288
C -3.9953 -0.2066 -1.0529 -0.229 0.425 -0.432 -0.2436
H -4.5501 -4.0291 0.0064 0.012 -0.070 -0.008 0.2510
H -5.2718 -2.6240 -0.7569 -0.092 0.008 -0.065 0.2216
H -5.0575 -2.6780 0.9988 -0.072 0.002 0.077 0.2188
H -2.5636 -2.7645 0.6732 0.060 0.143 -0.078 0.2239
H -2.8021 -2.6908 -1.0793 0.073 0.138 0.069 0.2235
H -2.1489 -0.6275 -0.3285 -0.286 -0.247 0.131 0.4931
H -4.2991 -0.7579 1.6912 0.080 -0.083 -0.078 0.2255
H -2.5510 -0.6180 1.9260 -0.003 -0.085 -0.122 0.2224
H -4.5865 1.4735 1.1533 0.023 -0.059 0.144 0.2095
H -3.0894 1.6809 2.0587 -0.077 -0.047 0.049 0.2329
H -1.3091 2.6448 -0.9136 0.062 0.046 0.027 0.2167
H -1.4173 2.9054 0.8285 0.089 0.043 -0.038 0.2172
H -0.6030 0.6410 1.3011 -0.004 0.065 -0.076 0.1650
H 0.1751 -0.4564 -0.7232 -0.029 -0.089 -0.006 0.5223
H 1.0578 2.0922 -0.8172 -0.002 -0.029 0.075 0.1888
H 1.1683 2.2726 0.9595 -0.009 -0.034 -0.048 0.1999
H 3.2322 2.7196 -0.1042 -0.071 0.093 -0.005 0.2171
H 5.6645 2.7341 -0.3009 0.050 0.077 -0.010 0.2232
H 6.9598 0.6714 -0.2349 0.111 -0.028 -0.006 0.2284
H 7.4892 -2.9287 0.0336 0.028 0.098 -0.011 0.2075
H 7.5936 -1.4799 -0.9953 -0.022 -0.006 0.043 0.1808
H 7.7207 -1.3301 0.7815 -0.027 -0.013 -0.037 0.1814
H 3.3348 -1.5532 0.2384 -0.079 -0.138 0.021 0.2258
H -4.2871 1.8657 -1.5725 0.018 -0.182 -0.115 0.2137
H -2.6872 1.2412 -1.9990 -0.064 -0.019 0.015 0.2232
H -3.9606 -0.7404 -2.0027 -0.029 -0.073 0.092 0.2373
H -5.0232 -0.2003 -0.6877 0.074 -0.118 0.013 0.2205
```
Forces are in eV/Å.

Calculated values
**Net charge**: +1
**SMILES**: CC[NH+]1CCN(C[C@@H](O)COc2cccc(OC)c2)CC1
**Frontier orbital gap**: 8.5 eV
**Electronic energy**: -960.85313 hartree
**ΔE to the lowest compared entry with this formula, charge and spin**: 148.7 kJ/mol